[1]
This record from the OMol25 dataset describes a structure of composition C25H31CsN7S4. The level of theory is wB97M-V/def2-TZVPD.

Last column: natural (NBO) charge in e.
Positions of all 68 atoms, in Å:
Cs1 1.49256 0.34208 0.71709  0.851
C1 1.03715 -1.99243 -2.79055  -0.654
C2 -0.33718 -2.25991 -2.25112  0.290
N1 -1.35042 -1.77232 -2.82808  -0.408
C3 -2.70936 -2.02472 -2.34571  -0.251
C4 -3.10166 -1.44520 -0.97395  -0.229
N2 -2.53431 -0.13175 -0.71002  -0.650
C5 -3.39011 0.73343 0.09479  -0.225
C6 -3.77130 0.22742 1.50545  -0.247
N3 -3.38103 1.17537 2.55044  -0.631
C7 -1.94963 1.33155 2.80762  -0.227
C8 -1.18478 0.12508 3.33081  -0.308
N4 -1.02137 -0.88051 2.28404  -0.429
C9 -0.42662 -1.97517 2.50591  0.284
C10 0.19340 -2.44217 3.78821  -0.720
C11 -0.33158 -2.89746 1.31573  0.171
C12 -0.26505 -4.27935 1.44883  -0.194
C13 -0.27901 -5.05721 0.30031  -0.175
C14 -0.33246 -4.44292 -0.93838  -0.257
C15 -0.35980 -3.05442 -0.97678  0.146
N5 -0.35901 -2.30755 0.12038  -0.436
H1 0.97781 -1.35800 -3.67173  0.234
H2 1.53728 -2.93054 -3.04604  0.217
H3 1.65205 -1.50598 -2.02990  0.236
H4 -2.90488 -3.10417 -2.32902  0.183
H5 -3.36977 -1.59185 -3.09810  0.189
H6 -2.86324 -2.16168 -0.17985  0.176
H7 -4.19265 -1.35444 -0.98554  0.188
H8 -1.65226 -0.27039 -0.22416  0.388
H9 -4.29927 0.92254 -0.48353  0.178
H10 -2.89526 1.70025 0.20113  0.209
H11 -3.33906 -0.76944 1.64449  0.182
H12 -4.85707 0.11919 1.57669  0.180
H13 -3.84749 0.93246 3.41571  0.345
H14 -1.82716 2.14064 3.53076  0.215
H15 -1.45995 1.68786 1.89754  0.199
H16 -1.70565 -0.31903 4.18995  0.177
H17 -0.20362 0.47238 3.67804  0.262
H18 0.14103 -1.67750 4.55772  0.243
H19 1.25050 -2.65988 3.60190  0.282
H20 -0.29027 -3.35013 4.15829  0.207
H21 -0.20326 -4.73121 2.42755  0.216
H22 -0.24219 -6.13686 0.37484  0.212
H23 -0.33653 -5.01732 -1.85594  0.218
S1 1.48024 2.86285 2.88857  -0.756
S2 3.23603 1.85490 3.35444  -0.153
S3 2.80422 -0.11503 3.90966  -0.174
S4 3.60448 -1.44054 2.53511  -0.755
C16 -0.14864 2.27324 -4.16118  -0.258
C17 0.71477 3.32054 -4.43136  -0.175
C18 1.76153 3.56644 -3.56093  -0.250
C19 1.92025 2.74254 -2.44874  0.188
N6 1.10505 1.71626 -2.20029  -0.430
C20 0.08855 1.50053 -3.03316  0.039
C21 2.99890 3.00257 -1.45709  0.155
C22 3.28540 4.30129 -1.06104  -0.238
C23 4.23442 4.49995 -0.07016  -0.158
C24 4.86557 3.40257 0.47506  -0.234
C25 4.52927 2.14218 -0.00100  0.057
N7 3.62246 1.93847 -0.94976  -0.440
H24 -0.98970 2.04903 -4.80277  0.216
H25 0.57418 3.94240 -5.30711  0.208
H26 2.46009 4.37277 -3.73956  0.216
H27 -0.57585 0.67828 -2.78725  0.230
H28 2.72835 5.13217 -1.47252  0.212
H29 4.44659 5.49638 0.29504  0.213
H30 5.57177 3.49842 1.28748  0.228
H31 4.97455 1.25309 0.43271  0.220

The orbital gap is 4.7 eV. Its charge is -1. As for the max |F|: 0.220 eV/Å. Its energy is -2967.5290 Eh. As for the relative energy (zero: lowest compared OMol25 entry of this formula, charge and spin): 2.1 kcal/mol.

[2]
This record from the OMol25 dataset describes a cluster of 11 separate species, C27H67N8O17 in total at a distorted geometry. The level of theory is wB97M-V/def2-TZVPD.

Last column: Löwdin charge in e.
Positions of all 119 atoms, in Å:
C1 0.63816 -11.12812 -20.71670  0.057
C2 -0.85342 -10.73878 -20.64454  -0.358
O1 -1.64397 -10.81139 -21.51194  0.199
N1 -1.19565 -10.01866 -19.29878  0.116
H1 -1.18974 -10.81202 -18.65645  0.182
H2 -0.43708 -9.40485 -19.01136  0.171
C3 -2.58534 -9.37506 -19.27787  0.017
H3 1.30020 -10.34422 -20.34862  0.100
H4 0.86631 -11.26939 -21.77133  0.113
H5 0.70767 -12.05217 -20.14047  0.114
H6 -2.92320 -9.28881 -18.24472  0.082
H7 -3.31305 -9.98976 -19.79855  0.097
H8 -2.55290 -8.33937 -19.60772  0.067
C4 -7.06217 -9.74833 -17.99049  0.039
C5 -6.15110 -10.79812 -17.42173  -0.361
O2 -5.12935 -10.53718 -16.87096  0.159
N2 -6.51944 -12.26528 -17.67447  0.100
H9 -7.51478 -12.43946 -17.53703  0.191
H10 -6.37457 -12.38345 -18.67885  0.181
C6 -5.62848 -13.34996 -17.06469  0.058
H11 -6.91738 -9.79255 -19.07139  0.099
H12 -6.75122 -8.81190 -17.53349  0.085
H13 -8.12151 -9.88692 -17.77115  0.102
H14 -4.58343 -13.25185 -17.34565  0.108
H15 -6.14275 -14.27865 -17.29788  0.124
H16 -5.60561 -13.15050 -15.99371  0.112
C7 -10.03323 -8.53945 -20.90439  0.049
C8 -9.37221 -7.21299 -21.30497  -0.390
O3 -8.65101 -7.07740 -22.24775  0.166
N3 -9.75753 -6.00540 -20.52565  0.096
H17 -10.32228 -5.35824 -21.08913  0.213
H18 -10.52937 -6.15692 -19.86998  0.188
C9 -8.52300 -5.49705 -19.79883  0.035
H19 -10.09782 -8.64159 -19.82279  0.086
H20 -9.40427 -9.32135 -21.32854  0.089
H21 -10.99148 -8.65789 -21.41358  0.122
H22 -8.20907 -6.38014 -19.24450  0.103
H23 -8.85331 -4.74067 -19.09077  0.083
H24 -7.84539 -5.16922 -20.58153  0.128
C10 0.76998 -6.63559 -22.67612  0.036
C11 -0.57140 -6.06587 -22.94196  -0.387
O4 -1.13577 -6.13344 -23.98036  0.200
N4 -1.32238 -5.44957 -21.74248  0.138
H25 -0.98060 -5.88150 -20.88891  0.103
H26 -1.10351 -4.45439 -21.66062  0.200
C12 -2.85693 -5.58749 -21.88260  -0.008
H27 0.57917 -7.69258 -22.46724  0.093
H28 1.30414 -6.22968 -21.81774  0.100
H29 1.33444 -6.57207 -23.60491  0.122
H30 -3.25877 -4.69802 -22.36012  0.088
H31 -3.27441 -5.64931 -20.87639  0.053
H32 -3.04364 -6.54227 -22.36666  0.106
C13 -5.69020 -8.40398 -22.39958  0.003
C14 -5.14110 -8.98261 -23.64458  -0.372
O5 -4.01665 -9.35610 -23.79140  0.182
N5 -5.97586 -8.70705 -24.89072  0.106
H33 -6.95263 -8.62080 -24.61498  0.170
H34 -5.72243 -7.76156 -25.18371  0.191
C15 -5.72797 -9.66314 -26.10200  0.086
H35 -5.01393 -8.40885 -21.54282  0.073
H36 -6.61226 -8.86597 -22.04232  0.080
H37 -5.89435 -7.32950 -22.40758  0.101
H38 -4.72294 -10.06925 -26.02333  0.102
H39 -5.84616 -9.05597 -26.99550  0.116
H40 -6.48405 -10.43330 -25.97518  0.109
C16 -6.91612 -3.75911 -18.13115  0.010
C17 -6.59377 -3.67675 -16.61871  -0.323
O6 -6.28537 -2.64434 -16.11612  0.195
N6 -6.72318 -4.92056 -15.71259  0.106
H41 -7.36629 -5.62989 -16.04502  0.161
H42 -5.78121 -5.32689 -15.66901  0.104
C18 -7.20642 -4.50205 -14.29464  0.056
H43 -6.67570 -4.74478 -18.53514  0.040
H44 -6.32165 -3.04390 -18.70405  0.111
H45 -7.94297 -3.51318 -18.40965  0.081
H46 -6.54673 -3.73009 -13.91299  0.104
H47 -7.09032 -5.43677 -13.75089  0.092
H48 -8.25173 -4.21026 -14.35249  0.113
C19 -3.57960 -8.28492 -10.88238  0.039
C20 -3.34461 -8.74176 -12.26852  -0.379
O7 -2.48930 -9.42928 -12.72199  0.191
N7 -4.43342 -8.22291 -13.20985  0.098
H49 -5.31660 -8.54860 -12.82497  0.180
H50 -4.41972 -7.19084 -13.21811  0.090
C21 -4.28645 -8.72001 -14.63757  -0.018
H51 -4.33159 -8.92904 -10.41738  0.120
H52 -3.75745 -7.21180 -10.80521  0.106
H53 -2.76617 -8.44902 -10.17345  0.119
H54 -3.34006 -8.40651 -15.06544  0.098
H55 -5.12945 -8.31372 -15.18914  0.072
H56 -4.34905 -9.80472 -14.60031  0.087
C22 -1.53668 -6.30581 -18.51311  0.014
C23 -1.46547 -4.88874 -18.02012  -0.363
O8 -0.48230 -4.22466 -18.11374  0.204
N8 -2.71581 -4.30735 -17.42407  0.070
H57 -3.40954 -4.30450 -18.18084  0.104
H58 -3.02358 -5.01419 -16.76754  0.094
C24 -2.56989 -2.98456 -16.70714  0.068
H59 -2.26385 -6.39853 -19.32478  0.054
H60 -1.75170 -7.00307 -17.70508  0.100
H61 -0.60211 -6.42701 -19.06176  0.093
H62 -3.47181 -2.78706 -16.13966  0.097
H63 -2.35766 -2.21637 -17.44835  0.121
H64 -1.61620 -3.20500 -16.23141  0.104
O9 -4.73565 -5.21657 -21.03391  -0.077
C25 -4.32635 -3.90731 -20.94565  -0.810
O10 -4.27184 -3.32336 -19.81748  -0.015
O11 -4.24193 -3.24707 -21.99006  0.041
H65 -4.84006 -5.31305 -20.06981  0.055
O12 -4.35462 -7.22963 -17.32000  0.038
C26 -4.89853 -6.46554 -18.30650  -0.748
O13 -4.89099 -5.23044 -18.07787  -0.109
O14 -5.25884 -6.90100 -19.44293  -0.032
H66 -4.27076 -6.39037 -16.80507  0.050
O15 -2.77685 -4.26457 -13.98742  0.158
C27 -3.71527 -5.19214 -14.12164  -0.741
O16 -4.42938 -5.45252 -13.11263  -0.017
O17 -3.98099 -5.75817 -15.21382  -0.076
H67 -3.18088 -3.83647 -13.21246  0.154

The orbital gap is 5.7 eV. Its charge is +5. As for the max |F|: 6.560 eV/Å. Its energy is -2784.0390 Eh. As for the relative energy (zero: lowest compared OMol25 entry of this formula, charge and spin): 178.2 kcal/mol.